Record 1
Below is a cluster of 13 separate species, C23H63B2BrN14O33P in total at a distorted geometry, with properties calculated with ωB97M-V with the def2-TZVPD basis set.

The calculation puts the lowest unoccupied orbital energy at 0.94 eV. The value obtained for the strongest force on any atom is 3.98 eV/Å. The spin multiplicity is 1. The value obtained for the HOMO energy is -0.168 Eh. The energy relative to the best compared isomer or geometry (same formula, charge and spin) is 180.8 kJ/mol. The HOMO-LUMO gap is 0.2029 hartree. The calculation puts the total energy at -193955.6638 eV. Its net charge is -1.

XYZ file:
```
137
Properties=species:S:1:pos:R:3:mulliken_charge:R:1
C 1.34428 -5.71100 -1.39408 -0.7056
O 0.85548 -4.49841 -1.93428 -0.4264
C 1.56538 -3.36299 -1.43831 -0.9777
C 0.71324 -2.71181 -0.28147 0.7451
B -0.78115 -2.95065 -0.83886 0.8397
N -1.65021 -4.03256 -0.33616 -0.5917
O -1.33594 -2.12910 -1.87279 -0.7098
O 1.09173 -3.54134 0.81813 -0.2472
P 1.21033 -2.66206 2.32342 0.8711
O 1.24335 -1.70104 3.79351 -0.5243
C -0.02534 -1.60149 4.37271 -1.0055
C -0.89658 -0.49481 3.71010 1.4044
N -2.22234 -0.41159 4.32262 -0.2345
C -3.09128 -1.53374 3.99973 -1.4238
C -3.50724 -1.65975 2.51592 2.1200
C -3.63999 -3.18721 2.19528 -0.9421
O -4.78030 -1.03751 2.24904 -0.6816
B 3.16942 -2.74437 2.20732 0.2850
O 4.02355 -1.93163 3.00196 -0.5692
O 3.83647 -3.61143 1.29943 -0.0552
O 1.36631 -1.13310 1.47034 -0.5441
C 1.15252 -1.23585 0.06660 0.5257
C 0.15357 -0.08121 -0.17638 -0.4103
C 0.19578 0.47176 -1.61142 -0.0396
O 0.99264 0.16178 -2.36920 -0.4319
Br -1.19788 1.79459 -2.10782 -0.2699
H 1.15021 -5.80621 -0.30934 0.1975
H 0.81022 -6.54735 -1.88333 0.3421
H 2.42230 -5.84976 -1.61000 0.2934
H 1.73932 -2.61737 -2.23866 0.2836
H 2.53961 -3.69114 -1.03804 0.1983
H -1.58467 -4.84784 -0.94422 0.2367
H -2.62230 -3.73102 -0.43170 0.0401
H -1.78026 -1.37438 -1.46096 0.2601
H 1.28330 -3.83903 3.18639 -0.3192
H -0.22832 -2.72125 2.29029 -0.6334
H -0.55373 -2.57815 4.40340 0.3561
H 0.11698 -1.27441 5.42667 0.1637
H -0.89929 -0.70628 2.62304 -1.1611
H -0.43822 0.50480 3.81946 0.2700
H -2.66965 0.48247 4.16999 0.3495
H -2.70439 -2.49589 4.36603 0.3299
H -4.03308 -1.37107 4.56581 0.4707
H -2.78416 -1.22928 1.79991 -0.8945
H -4.15321 -3.64127 3.06402 0.4526
H -2.62074 -3.61545 2.20980 0.2172
H -4.16481 -3.36395 1.25491 -0.1884
H -4.93233 -1.06590 1.29792 0.3895
H 4.09374 -1.05477 2.60391 0.2756
H 4.27267 -3.06081 0.63156 0.1156
H 2.11682 -1.02413 -0.43426 0.3994
H -0.87253 -0.30238 0.16062 -0.1436
H 0.49216 0.75857 0.46157 0.6912
C -2.75386 5.54380 -2.35409 -0.7174
N -3.70061 4.94638 -1.37287 0.9435
O -4.62563 4.29338 -1.80920 -0.5292
O -3.47566 5.15775 -0.19694 -0.5317
H -3.07383 5.27501 -3.35521 0.3038
H -2.77481 6.62245 -2.21792 0.2567
H -1.76625 5.14098 -2.14347 0.2674
C 0.88045 1.28675 -5.52915 -0.2389
N -0.20514 1.88634 -6.35270 0.8954
O -1.27293 2.08926 -5.81762 -0.5065
O 0.05602 2.13539 -7.51837 -0.5609
H 0.50669 1.12225 -4.52557 -0.2028
H 1.16293 0.34676 -5.99585 0.3000
H 1.71101 1.98793 -5.52348 0.3115
C 7.53116 -5.17065 0.35446 -0.6518
N 6.35396 -4.75996 -0.45767 1.0464
O 6.20363 -3.57138 -0.67492 -0.5961
O 5.62097 -5.64463 -0.84859 -0.5605
H 8.08965 -4.28251 0.63139 0.3092
H 7.14937 -5.68290 1.23386 0.2517
H 8.13759 -5.83491 -0.25691 0.3219
C -7.82590 -4.18997 1.24775 -0.7596
N -6.52797 -4.39741 0.55111 0.9123
O -5.65081 -4.96878 1.16055 -0.4935
O -6.44078 -3.97141 -0.58605 -0.5364
H -7.75687 -4.61500 2.24328 0.3112
H -8.00373 -3.11884 1.29535 0.2893
H -8.59387 -4.69045 0.66399 0.2908
C 0.73939 1.62529 7.38341 -0.3417
N -0.28571 2.34132 6.57883 0.9184
O -1.34479 2.60105 7.11411 -0.5666
O 0.01504 2.61588 5.43417 -0.5129
H 0.34091 1.44701 8.37618 0.2949
H 0.95592 0.68636 6.87824 0.1891
H 1.61922 2.26040 7.42899 0.0437
C -4.57968 8.44447 1.54969 -0.6918
N -4.22507 9.08369 0.25348 0.8824
O -5.12368 9.60762 -0.38089 -0.5196
O -3.06142 9.03822 -0.08360 -0.5041
H -5.64493 8.56350 1.71523 0.3082
H -4.31428 7.39182 1.47832 0.2487
H -4.00864 8.94226 2.32872 0.2815
C -4.77154 11.93403 -2.40063 -0.6375
N -4.41107 12.57484 -3.69564 0.8474
O -5.30439 13.10055 -4.33184 -0.5273
O -3.24375 12.52588 -4.02575 -0.5210
H -5.83690 12.05452 -2.23743 0.3157
H -4.50839 10.88360 -2.46809 0.2554
H -4.20159 12.43088 -1.62044 0.2627
C -0.42449 5.68080 -7.09043 -0.6176
N 0.62706 6.25029 -6.20437 0.9344
O 0.83185 5.68936 -5.14480 -0.5278
O 1.20683 7.23788 -6.60538 -0.5483
H -0.85295 4.80837 -6.60686 0.1614
H -1.17835 6.44926 -7.24010 0.2986
H 0.05062 5.40785 -8.02875 0.2989
C -1.07265 2.25017 -10.67631 -0.6719
N -1.27732 2.74228 -12.06681 0.8785
O -0.38869 3.40466 -12.56548 -0.5222
O -2.32439 2.44469 -12.60589 -0.5328
H -0.10438 2.58849 -10.32503 0.2969
H -1.87022 2.65961 -10.06276 0.2733
H -1.11596 1.16497 -10.70311 0.2809
C 3.55865 -6.45157 2.35440 -0.5657
N 4.79438 -7.24106 2.58533 0.8117
O 4.69784 -8.32488 3.12975 -0.5701
O 5.83409 -6.73733 2.20287 -0.5520
H 2.70888 -7.00720 2.73640 0.2987
H 3.67307 -5.50861 2.87909 0.1536
H 3.46962 -6.29248 1.28282 0.2575
C 3.60315 4.81943 6.66681 -0.6790
N 3.89622 4.39505 8.06467 0.8744
O 2.98465 3.90800 8.70678 -0.5171
O 5.02848 4.56602 8.46388 -0.5389
H 2.56132 4.60764 6.44873 0.2755
H 3.80400 5.88516 6.60029 0.2927
H 4.25865 4.25452 6.00953 0.2874
C 6.88530 -9.75696 1.63905 -0.4607
N 8.01135 -10.05122 0.70899 0.9198
O 8.26116 -9.22998 -0.15118 -0.5216
O 8.60583 -11.09891 0.87730 -0.5745
H 6.45570 -8.80159 1.37192 0.0730
H 6.15551 -10.55478 1.53090 0.2920
H 7.29049 -9.72960 2.64611 0.2963
```


Record 2
Below is a structure of composition C23H64AsF6O9 at a distorted geometry, with properties calculated with ωB97M-V with the def2-TZVPD basis set.

The calculation puts the lowest unoccupied orbital energy (alpha / beta) at 4.29 / 4.29 eV. The value obtained for the strongest force on any atom is 2.92 eV/Å. The spin multiplicity is 2. The value obtained for the HOMO energy (alpha / beta) is 0.041 / -0.152 Eh. The energy relative to the best compared isomer or geometry (same formula, charge and spin) is 108.2 kJ/mol. The HOMO-LUMO gap (alpha / beta) is 0.1162 / 0.3099 hartree. The calculation puts the total energy at -120462.2416 eV. Its net charge is -2. Its expectation value of S² is 0.7519.

XYZ file:
```
103
Properties=species:S:1:pos:R:3:mulliken_spin:R:1
As -0.12983 0.33564 0.22037 0.8444
F -0.55445 0.28796 -1.55649 0.0015
F 1.50606 -0.25710 -0.17694 -0.0124
F 0.40597 0.35794 1.95369 -0.0244
F -1.75092 0.90835 0.54821 0.0187
F -0.73883 -1.36607 0.35607 0.0857
F 0.35302 2.05247 -0.02189 0.0359
C -4.29606 1.71410 -3.46565 0.0010
C -4.03233 1.13623 -2.07075 -0.0023
O -5.03622 1.65396 -1.23554 -0.0009
H -3.58972 1.31131 -4.19156 0.0007
H -4.33801 2.80329 -3.46960 -0.0005
H -5.32293 1.54406 -3.78924 0.0001
H -3.04925 1.44922 -1.71904 0.0069
H -4.04440 0.05015 -1.97921 -0.0026
H -4.88546 2.57021 -0.99194 0.0002
C -1.92141 4.57701 -3.42286 -0.0004
C -1.14808 3.62562 -2.49649 0.0137
O -1.45864 3.72979 -1.11473 -0.0311
H -1.79601 4.49629 -4.50262 0.0000
H -1.55559 5.58434 -3.22399 -0.0001
H -2.99469 4.51549 -3.24288 0.0006
H -0.08899 3.69885 -2.74362 0.0083
H -1.43193 2.61091 -2.77557 0.0079
H -0.89139 3.10435 -0.65795 0.0066
C -3.12663 0.14911 3.42598 -0.0179
C -4.33071 0.30305 2.52231 0.0066
O -4.14808 -0.18350 1.24228 -0.0035
H -2.87766 -0.88073 3.68196 0.0036
H -3.19618 0.62426 4.40451 0.0005
H -2.17405 0.46374 2.99973 0.0134
H -4.48868 1.37863 2.44322 -0.0025
H -5.21549 -0.21237 2.89596 0.0002
H -3.50813 0.34456 0.75935 -0.0092
C 4.45866 3.07138 1.76394 0.0003
C 3.50444 2.15597 0.96551 0.0038
O 3.66738 0.76698 1.31318 -0.0069
H 4.22377 4.13529 1.73207 -0.0013
H 5.50145 2.96330 1.46557 0.0000
H 4.38306 2.79331 2.81517 0.0012
H 3.59636 2.34342 -0.10431 0.0103
H 2.49041 2.51438 1.14271 0.0059
H 2.95324 0.36947 0.80961 -0.0035
C -1.74059 -4.98751 0.68788 -0.0061
C -2.44041 -4.08320 1.68361 0.0064
C -1.55597 -3.55170 2.84549 0.0052
O -2.94525 -2.92570 1.00173 0.0005
H -1.19377 -4.34325 -0.00060 0.0079
H -2.46985 -5.59306 0.14975 -0.0001
H -1.09394 -5.76038 1.10334 0.0001
H -3.30534 -4.53074 2.17321 -0.0008
H -1.13320 -4.34425 3.46292 -0.0008
H -2.17154 -2.87004 3.43245 -0.0008
H -0.69925 -2.95921 2.52441 0.0104
H -2.17689 -2.39342 0.78289 -0.0012
C 0.08109 -2.37842 -3.32741 -0.0059
C -1.38675 -2.12305 -3.66817 -0.0028
C -2.36676 -2.75579 -2.64771 -0.0119
O -1.60591 -0.71350 -3.59179 -0.0123
H 0.29380 -3.41184 -3.60110 0.0000
H 0.31577 -2.24417 -2.27147 0.0116
H 0.82555 -1.74990 -3.81614 -0.0024
H -1.58229 -2.51056 -4.66801 0.0002
H -2.11217 -2.41106 -1.64549 0.0150
H -2.30251 -3.83481 -2.78809 -0.0008
H -3.41452 -2.46713 -2.73119 0.0013
H -1.22443 -0.36163 -2.78416 -0.0023
C 3.53282 -2.84035 -0.10968 0.0069
C 3.14676 -2.68332 1.30258 -0.0412
C 2.00402 -3.68002 1.61838 0.0019
O 4.16759 -2.89944 2.26422 0.0019
H 2.68939 -2.80836 -0.79937 0.0005
H 3.96837 -3.82314 -0.29006 -0.0001
H 4.17809 -2.04071 -0.47340 0.0010
H 2.67462 -1.72621 1.52421 0.0162
H 1.65433 -3.45367 2.62565 -0.0041
H 2.38200 -4.68529 1.80453 0.0005
H 1.18539 -3.66292 0.89890 0.0148
H 4.52738 -3.77571 2.10836 0.0002
C 0.31013 0.66941 5.37099 0.0024
C 1.64618 0.04555 5.18355 0.0006
C 1.53977 -1.50390 5.31012 0.0013
O 2.15340 0.31967 3.86996 0.0006
H 0.45277 1.74985 5.35093 -0.0012
H -0.21351 0.47222 6.30640 0.0001
H -0.32787 0.36770 4.54032 0.0080
H 2.42196 0.51992 5.78458 0.0003
H 2.52257 -1.91027 5.07123 0.0006
H 0.76057 -1.92343 4.67376 0.0014
H 1.37216 -1.70848 6.36755 -0.0002
H 1.39321 0.37617 3.28640 0.0051
C 2.60562 2.42885 -2.99565 -0.0030
C 3.01536 3.74790 -3.70751 0.0016
C 4.25879 3.58495 -4.53111 0.0011
O 1.95956 4.07761 -4.61773 -0.0015
H 1.65253 2.46113 -2.46774 0.0129
H 3.34274 2.21743 -2.22101 0.0018
H 2.48581 1.60680 -3.70133 0.0007
H 3.07004 4.62195 -3.05856 0.0002
H 5.06309 3.23585 -3.88356 -0.0001
H 4.56955 4.54682 -4.93897 -0.0003
H 4.20469 2.82722 -5.31278 -0.0003
H 2.11216 4.95788 -4.96909 0.0002
```


- Which of these has the lowest net charge?
  C23H64AsF6O9